The following is a DFT calculation (the ωB97M-V functional and the def2-TZVPD basis) of a 2-piece molecular cluster, C2H7BrN2 overall.

Values from the calculation:
- LUMO energy (eV) = 0.29
- maximum force (eV Å⁻¹) = 4.17
- DFT total energy (eV) = -75206.3723
- ΔE to the lowest compared entry with this formula, charge and spin (kcal/mol) = 42.6
- HOMO level (eV) = -8.08

```
! RIJCOSX wB97M-V def2-TZVPD def2/J DEFGRID3
* xyz 0 1
C 1.85837 0.41169 0.27821
C -1.16656 -1.21428 -0.42799
N 0.64108 0.91640 0.43627
N 0.01488 1.68216 -0.37984
Br -1.31668 2.71130 0.39086
H -0.94980 -1.57861 0.57119
H 2.29868 -0.42775 0.87904
H 2.28366 0.47724 -0.68052
H -0.31717 -0.74681 -0.77004
H -1.30803 -2.12016 -1.07063
H -2.20015 -0.74764 -0.55274
H 0.16174 0.63647 1.32619
*
```



The following is a DFT calculation (the ωB97M-V functional and the def2-TZVPD basis) of a 2-piece molecular cluster, C2H7BrNO overall.

Values from the calculation:
- LUMO energy (alpha / beta) (eV) = -3.75 / -5.14
- maximum force (eV Å⁻¹) = 3.35
- DFT total energy (eV) = -75756.0882
- ΔE to the lowest compared entry with this formula, charge and spin (kcal/mol) = 98.1
- HOMO level (alpha / beta) (eV) = -13.82 / -11.69

```
! RIJCOSX wB97M-V def2-TZVPD def2/J DEFGRID3
* xyz 1 1
C -1.25466 -0.09812 0.46471
C 1.26700 1.04638 -0.41445
N -0.80303 -1.51163 0.08089
O 1.67562 2.12054 0.19534
Br 2.30252 -0.51060 0.06137
H -1.45630 0.08123 1.53228
H -1.71833 0.30585 -0.36812
H 0.42329 1.08654 -1.13827
H -1.31945 -2.21613 0.53709
H 0.12465 -1.84611 0.09363
H -1.00655 -1.44392 -0.90497
H 1.76525 2.98598 -0.13949
*
```



The following is a DFT calculation (the ωB97M-V functional and the def2-TZVPD basis) of one molecule with the formula C2H7BrO2Si.

Values from the calculation:
- LUMO energy (eV) = 0.79
- maximum force (eV Å⁻¹) = 3.33
- DFT total energy (eV) = -84204.3084
- ΔE to the lowest compared entry with this formula, charge and spin (kcal/mol) = 0.0
- HOMO level (eV) = -10.19
- SMILES string = CO[SiH](Br)OC

```
! RIJCOSX wB97M-V def2-TZVPD def2/J DEFGRID3
* xyz 0 1
C -0.58689 -0.13149 2.52259
C 0.48673 0.96914 -2.43202
O -0.10129 0.31248 1.27487
O -0.15770 0.30632 -1.43675
Si 0.28333 -0.51504 -0.11682
Br -1.18526 -2.13826 -0.23397
H -0.35259 0.70117 3.32363
H 0.04037 -0.95220 2.88571
H -1.65224 -0.57188 2.39491
H 1.51622 0.58067 -2.31494
H 0.09459 2.02511 -2.20921
H 0.09975 0.57264 -3.40862
H 1.51498 -1.15867 -0.24940
*
```



The following is a DFT calculation (the ωB97M-V functional and the def2-TZVPD basis) of a 2-piece molecular cluster, C2H7BrOSi overall.

Values from the calculation:
- LUMO energy (eV) = 0.91
- maximum force (eV Å⁻¹) = 2.73
- DFT total energy (eV) = -82154.6619
- ΔE to the lowest compared entry with this formula, charge and spin (kcal/mol) = 11.1
- HOMO level (eV) = -9.98
- SMILES string = [SiH3]Br.CC=O

```
! RIJCOSX wB97M-V def2-TZVPD def2/J DEFGRID3
* xyz 0 1
C 2.07685 0.85730 1.73448
C 1.92514 -0.50087 1.02449
O 0.99158 -0.87702 0.37722
Si -2.80513 -0.18586 -2.09469
Br -3.61263 -2.21981 -1.82645
H 3.06569 1.19409 1.41118
H 2.25828 0.63128 2.73206
H 1.26820 1.53041 1.63397
H 2.83470 -1.14531 1.31561
H -2.58676 0.52236 -0.82992
H -3.98443 0.66356 -2.72986
H -1.43149 -0.47014 -2.74809
*
```



The following is a DFT calculation (the ωB97M-V functional and the def2-TZVPD basis) of a 2-piece molecular cluster, C2H7BrSi overall.

Values from the calculation:
- LUMO energy (alpha / beta) (eV) = -0.50 / 0.09
- maximum force (eV Å⁻¹) = 3.16
- DFT total energy (eV) = -80102.6444
- ΔE to the lowest compared entry with this formula, charge and spin (kcal/mol) = 131.8
- HOMO level (alpha / beta) (eV) = -8.93 / -8.53

```
! RIJCOSX wB97M-V def2-TZVPD def2/J DEFGRID3
* xyz 0 1
C -0.90364 -1.05269 1.82134
C -0.48874 0.54356 -1.00783
Si 1.38810 0.46620 -0.89674
Br -1.64101 -0.21918 -2.34685
H -1.88903 -1.33405 1.65832
H -0.02071 -1.67597 2.01225
H -0.93710 0.06089 2.01316
H -0.93563 1.42161 -0.62961
H 1.74782 1.94690 -0.77434
H 2.02753 -0.21381 0.31818
H 1.65240 0.05655 -2.16788
*
```



The following is a DFT calculation (the ωB97M-V functional and the def2-TZVPD basis) of one molecule with the formula C2H7Cl2NSi.

Values from the calculation:
- LUMO energy (eV) = 0.83
- maximum force (eV Å⁻¹) = 3.21
- DFT total energy (eV) = -36602.6205
- ΔE to the lowest compared entry with this formula, charge and spin (kcal/mol) = 24.8
- HOMO level (eV) = -9.33
- SMILES string = CCN[SiH](Cl)Cl

```
! RIJCOSX wB97M-V def2-TZVPD def2/J DEFGRID3
* xyz 0 1
C -1.61541 -0.41296 0.05814
C -0.24677 -0.81268 0.70782
N 0.83824 -0.60196 -0.25629
Si 1.29178 1.13008 -0.44622
Cl 3.01856 1.12037 -1.46455
Cl -0.13802 2.40256 -1.30454
H -1.86392 0.69320 -0.10952
H -1.72571 -0.89201 -0.95981
H -2.25439 -0.78807 0.91714
H 0.11472 -0.22807 1.59146
H -0.34986 -1.81510 1.11212
H 1.16297 -1.49833 -0.58439
H 1.76783 1.70298 0.73863
*
```